# C3H3GaO2

A molecular structure, C3H3GaO2 (ωB97M-V/def2-TZVPD, the Open Molecules 2025 dataset).

Structure (XYZ):
```
9
Properties=species:S:1:pos:R:3:forces:R:3
O -0.305372 0.059583 -2.113337 -1.0 0.9 0.2
C -1.009864 0.261330 -1.213917 -0.3 -2.8 0.2
H -1.953859 -0.441407 -0.675689 -1.3 0.6 -3.0
C -0.865004 0.291717 0.290669 3.5 1.6 1.8
H -0.657651 1.258202 0.784370 -0.1 1.3 -0.5
H -1.745746 0.055548 0.914930 0.2 -1.6 0.8
C 0.754299 -0.297329 0.607876 -2.1 0.5 0.3
Ga 3.911319 -0.751580 0.740389 3.1 -0.5 0.3
O 1.871881 -0.436064 0.664711 -1.9 0.1 -0.1
```
Positions in Å, forces in eV/Å.

The charge is +4. The HOMO energy (alpha / beta) is -33.2 / -30.6 eV.

Mulliken population analysis, charges in e, atoms 1 to 2: 0.094, 0.599